Run w
A cluster of 2 separate species, C6H13OP in total, computed with ωB97M-V with the def2-TZVPD basis set.

LUMO energy (Eh): 0.0315
SMILES: C=C(C)P(C)O.C=C
HOMO level (eV): -8.745
Total charge: 0

The geometry in XYZ format:
```
21
Properties=species:S:1:pos:R:3:nbo_charge:R:1
C 2.434 0.529 -2.053 -0.3753
C -1.469 0.422 -1.089 -0.4096
C 2.047 -0.200 -0.970 -0.3739
C -1.471 -0.204 0.075 -0.3147
C -1.443 -1.710 0.245 -0.6654
C -0.029 0.572 2.531 -0.9613
O -1.778 2.041 1.135 -1.0103
P -1.756 0.501 1.787 1.0790
H 2.032 0.651 -2.975 0.1868
H 3.407 1.078 -1.921 0.1824
H -1.083 1.430 -0.978 0.2232
H -1.612 -0.041 -2.109 0.2042
H 2.645 -0.120 -0.122 0.1862
H 1.148 -0.809 -0.895 0.1911
H -1.218 -1.904 1.320 0.1992
H -0.504 -2.007 -0.423 0.2110
H -2.233 -2.392 -0.107 0.2341
H -0.147 0.581 3.668 0.2319
H 0.597 1.477 2.078 0.2574
H 0.363 -0.378 2.502 0.2228
H -2.535 2.611 1.213 0.5012
```

---

Run x
A cluster of 2 separate species, C6H13OP in total, computed with ωB97M-V with the def2-TZVPD basis set.

LUMO energy (Eh): 0.0352
SMILES: CCOPCC.C#C
HOMO level (eV): -8.213
Total charge: 0

The geometry in XYZ format:
```
21
Properties=species:S:1:pos:R:3:nbo_charge:R:1
C -2.916 -1.454 3.378 -0.1973
C -2.659 -1.647 2.249 -0.2692
C 2.804 -0.952 -1.770 -0.6334
C -1.021 2.238 -0.933 -0.5962
C 2.410 -0.424 -0.424 -0.0457
C -0.767 1.158 0.172 -0.7993
O 1.098 -0.878 -0.031 -0.8409
P -0.498 -0.432 -0.539 0.8738
H -2.815 -1.314 4.370 0.2135
H -1.509 -1.069 0.449 -0.0489
H -3.006 -2.193 1.337 0.2534
H 2.526 -1.959 -1.907 0.2229
H 2.267 -0.331 -2.541 0.2102
H 3.968 -0.779 -1.889 0.2094
H -2.077 2.101 -1.354 0.2059
H -1.117 3.244 -0.499 0.2072
H -0.305 2.282 -1.676 0.2016
H 2.260 0.677 -0.383 0.1731
H 3.060 -0.834 0.405 0.1900
H -1.667 1.159 0.646 0.2297
H -0.036 1.408 0.942 0.2400
```

---

Order from most stable to least stable according to the calculation: run w, run x

---

Run w
A cluster of 3 separate species, H5N2OP in total, computed with ωB97M-V with the def2-TZVPD basis set.

LUMO energy (spin up / spin down) (Eh): 0.0146 / 0.0065
HOMO level (spin up / spin down) (eV): -8.928 / -6.719
Total charge: 0

The geometry in XYZ format:
```
9
Properties=species:S:1:pos:R:3:nbo_charge:R:1
N 0.298 -1.104 -1.827 -0.3027
N -0.967 -0.347 1.456 -1.1953
O -0.076 -1.074 -0.537 -0.6098
P -0.894 0.234 -0.096 0.9948
H 0.657 -2.049 -1.813 0.2869
H 1.193 3.075 -0.377 -0.0039
H -1.297 0.189 2.259 0.4132
H -0.631 -1.304 1.538 0.4142
H 1.718 2.380 -0.604 0.0028
```

---

Run x
A structure of composition H5N2OP, computed with ωB97M-V with the def2-TZVPD basis set.

LUMO energy (Eh): 0.0123
HOMO level (eV): -8.810
Total charge: 0

The geometry in XYZ format:
```
9
Properties=species:S:1:pos:R:3:nbo_charge:R:1
N 1.573 -1.270 -0.376 -0.4742
N -1.780 0.575 0.156 -1.0340
O 1.136 -0.143 0.503 -0.7091
P 0.485 1.119 -0.143 0.9496
H 0.716 -1.235 -0.927 0.3362
H 1.504 -2.018 0.297 0.3561
H -2.126 1.422 -0.022 0.3162
H -1.882 0.050 -0.635 0.3156
H 0.375 1.500 1.147 -0.0564
```

---

Order from most stable to least stable according to the calculation: run x, run w

---

Run w
A cluster of 2 separate species, C2H4FNO2 in total, computed with ωB97M-V with the def2-TZVPD basis set.

LUMO energy (spin up / spin down) (Eh): -0.1499 / -0.1500
HOMO level (spin up / spin down) (eV): -10.541 / -10.537
Total charge: 0

The geometry in XYZ format:
```
10
Properties=species:S:1:pos:R:3:nbo_charge:R:1
C -0.133 -0.003 -0.404 -0.7580
C 1.063 0.032 0.394 0.4075
N 2.239 0.622 -0.131 0.4178
O 2.223 0.978 -1.293 -0.3257
O 3.160 0.778 0.651 -0.2901
F 2.224 -2.348 -0.182 -0.5972
H -0.514 1.019 -0.539 0.2958
H -0.909 -0.625 0.033 0.2692
H 0.114 -0.317 -1.427 0.3220
H 1.154 -0.338 1.406 0.2587
```

---

Run x
An isolated molecule of C2H4FNO2, computed with ωB97M-V with the def2-TZVPD basis set.

LUMO energy (Eh): 0.0145
SMILES: N[C@H](F)C(=O)O
HOMO level (eV): -10.230
Total charge: 0

The geometry in XYZ format:
```
10
Properties=species:S:1:pos:R:3:nbo_charge:R:1
C -0.649 -1.082 -0.116 0.7254
C 0.608 -0.153 0.052 0.2488
N 0.292 1.221 -0.263 -0.8659
O -0.618 -2.155 -0.675 -0.5332
O -1.825 -0.647 0.337 -0.6383
F 1.500 -0.531 -0.943 -0.3396
H 1.201 -0.275 1.023 0.1716
H 0.987 1.627 -0.792 0.3894
H -1.659 0.176 0.800 0.4767
H 0.163 1.817 0.577 0.3649
```

---

Order from most stable to least stable according to the calculation: run x, run w